Entry 1:
Density functional theory data (ωB97M-V with the def2-TZVPD basis set) for C3H5NO2 as an isolated structure in a non-equilibrium geometry.

## Properties
Gap between HOMO and LUMO (eV): 10.370
Max |F| (eV/Å): 4.3
Calculated total energy (a.u.): -322.36322
Energy relative to the best compared isomer or geometry (same formula, charge and spin) (kJ/mol): 554.3
Molecular weight (g mol⁻¹): 87.1
Total charge: 0

Geometry (Å):
C1 -0.71001 -0.34266 -0.07020
C2 -1.59098 0.54493 0.27481
C3 0.82726 -0.06983 0.00694
N1 -3.45563 -0.00936 -0.04254
O1 -3.60340 -1.02814 -0.63022
O2 -4.26781 0.63583 0.53173
H1 -1.15328 -1.26397 -0.37475
H2 -1.59854 1.61699 0.62044
H3 1.36886 -0.86006 -0.57841
H4 1.07896 0.87710 -0.51994
H5 0.95354 -0.16812 1.08641

Force components x, y, z for each atom (eV/Å):
0.8195 0.9073 -0.2085
-3.1380 1.1315 -0.3763
-1.4105 -1.1710 -1.1973
3.9975 0.7546 1.5286
0.0360 -0.7869 -0.8178
-0.7734 0.8823 0.2016
0.1424 -0.8590 -0.4408
-0.1481 -1.4822 -0.4175
-0.4639 0.5336 0.9117
-0.1798 -0.3935 1.0813
1.1183 0.4833 -0.2650



Entry 2:
Density functional theory data (ωB97M-V with the def2-TZVPD basis set) for C10H4Cl3F17Si in the gas phase in a non-equilibrium geometry.

## Properties
Gap between HOMO and LUMO (eV): 11.564
Max |F| (eV/Å): 4.3
Calculated total energy (a.u.): -3751.39604
Molecular weight (g mol⁻¹): 581.6
Total charge: 0

Geometry (Å):
F1 2.83531 1.46357 -3.22170
C1 3.36008 0.22816 -2.97876
F2 4.72168 0.32865 -2.81811
F3 3.12468 -0.55542 -3.97219
C2 2.77516 -0.30954 -1.62406
F4 3.56908 -1.29686 -1.21541
F5 2.73699 0.70901 -0.68449
C3 1.38253 -0.91621 -1.84707
F6 1.44080 -2.00444 -2.69570
F7 0.61477 0.00624 -2.45738
C4 0.68824 -1.31918 -0.46444
F8 0.43403 -0.13981 0.10983
F9 1.42277 -2.11927 0.36839
C5 -0.61210 -2.08583 -0.79988
F10 -0.45288 -3.37234 -0.87071
F11 -1.16610 -1.63083 -1.95766
C6 -1.66382 -1.81224 0.34379
F12 -0.98787 -1.87574 1.52183
F13 -2.52390 -2.79669 0.26398
C7 -2.47364 -0.42401 0.33163
F14 -1.85943 0.51319 -0.39609
F15 -3.65954 -0.66857 -0.30763
C8 -2.90498 0.24764 1.73417
F16 -3.42400 -0.60308 2.57299
F17 -3.79180 1.18346 1.34464
C9 -1.64789 0.86995 2.30021
C10 -1.20121 2.12945 1.58206
Si1 0.60614 2.55999 1.84463
Cl1 1.60959 0.73459 2.55903
Cl2 1.12204 3.78181 3.47606
Cl3 1.60013 3.15033 0.07617
H1 -1.59132 0.86418 3.36904
H2 -0.87184 0.15165 2.04469
H3 -1.31450 2.07881 0.58470
H4 -1.89720 2.92937 1.88344

Force components x, y, z for each atom (eV/Å):
0.7101 -1.0846 0.0553
1.1657 2.0709 1.7902
-1.4233 0.2255 -0.2691
-0.2668 -0.7020 -1.0836
0.2034 0.6122 -0.3389
0.3188 -0.0891 0.4431
0.2653 -1.6789 -1.4348
-0.3462 -0.7438 0.2048
0.1854 0.8423 1.2604
0.2035 0.0550 0.3096
0.7869 -0.7844 -1.5563
-0.1247 -0.3658 0.2690
-0.2649 1.0800 -1.0208
-1.7403 2.3151 0.9482
0.7049 -1.2883 -0.2709
0.1896 -0.3668 0.2714
0.3752 1.4346 -0.0155
-0.1941 -0.5400 0.0981
-0.9154 -0.7504 0.3891
-1.9852 -0.8931 0.1091
0.1042 -0.2752 -0.5372
0.5134 -0.3006 0.0233
2.7768 0.9058 -2.0395
-1.0842 -1.1559 0.6746
-0.7235 0.1436 0.4163
1.3502 -0.9155 -1.0189
-0.1060 1.7716 3.9344
1.7919 -0.9618 0.9571
-0.6424 1.4696 -0.5719
-0.5784 -0.2782 -1.1505
-1.0085 -0.0206 1.3985
-0.5015 0.5306 0.6934
-0.0898 -0.2181 0.3245
-0.2688 -0.2877 -3.2856
0.6187 0.2436 0.0232



Entry 3:
Density functional theory data (ωB97M-V with the def2-TZVPD basis set) for C12H14N2 in the gas phase in a non-equilibrium geometry.

## Properties
Gap between HOMO and LUMO (eV): 8.600
Max |F| (eV/Å): 6.5
Calculated total energy (a.u.): -575.06345
Energy relative to the best compared isomer or geometry (same formula, charge and spin) (kJ/mol): 361.5
Molecular weight (g mol⁻¹): 186.3
Total charge: 0

Geometry (Å):
C1 -2.57434 2.76909 1.39300
C2 -1.71224 2.12464 2.43701
C3 -0.77240 1.19190 2.05200
C4 -0.56194 1.04127 0.67483
C5 -1.38575 1.47787 -0.37397
C6 -2.43611 2.36188 -0.01593
C7 -1.07048 0.81646 -1.60199
C8 0.04825 0.03952 -1.27836
N1 0.33255 0.14080 0.09597
C9 1.23924 -0.61752 0.97146
C10 2.41096 -1.41517 0.26064
C11 1.83516 -2.55541 -0.68398
N2 0.51393 -2.40928 -1.50823
C12 0.40494 -1.13919 -2.34197
H1 -3.25218 3.47624 1.66376
H2 -1.82185 2.74324 3.41030
H3 -0.00561 0.74791 2.69223
H4 -3.10121 2.84466 -0.74109
H5 -1.56395 1.04962 -2.57761
H6 1.50967 -0.11372 1.84139
H7 0.66809 -1.43321 1.33396
H8 3.08615 -1.86619 1.02430
H9 3.08898 -0.65881 -0.40921
H10 2.66495 -2.50319 -1.33615
H11 1.80448 -3.47414 -0.10636
H12 -0.35503 -2.46800 -0.80149
H13 1.39082 -0.90299 -2.90054
H14 -0.38508 -1.26827 -3.17395

Force components x, y, z for each atom (eV/Å):
4.0121 -4.6154 -2.3143
-2.1464 3.3428 -1.0258
0.9089 1.1103 -0.0676
-0.0452 -1.7603 -0.9784
-2.0658 1.4103 0.7134
-0.0286 1.2391 3.0680
1.3566 0.5704 0.9134
-1.8514 -1.0930 -2.5285
0.7706 0.1389 -0.4593
0.4985 -2.2887 -2.7392
-0.4390 2.7077 -1.1238
-1.1547 1.7186 0.0310
-0.1269 0.2755 2.0142
1.2634 0.3823 1.8506
-1.8430 1.8602 0.7316
0.4680 -2.0766 -1.2022
-0.7065 0.2716 0.2536
0.2878 -0.4042 0.1414
0.7548 -0.6779 1.0382
0.7964 1.5116 0.9160
-0.9827 -0.9862 0.7220
-0.5679 0.3205 -0.5284
-1.6100 -1.6962 1.6568
0.4485 -1.2229 -1.5231
-0.2351 -0.1764 -0.2965
2.6001 0.3981 -2.1434
-1.3543 -0.7111 1.0990
0.9918 0.4510 1.7814



Entry 4:
Density functional theory data (ωB97M-V with the def2-TZVPD basis set) for C4H7N in the gas phase in a non-equilibrium geometry.

## Properties
Gap between HOMO and LUMO (eV): 9.145
Max |F| (eV/Å): 4.5
Calculated total energy (a.u.): -211.23175
Energy relative to the best compared isomer or geometry (same formula, charge and spin) (kJ/mol): 338.5
Molecular weight (g mol⁻¹): 69.1
Total charge: 0

Geometry (Å):
C1 -0.57989 1.29167 -0.01986
C2 -0.57319 -1.29336 -0.02397
C3 0.19863 0.00116 -0.04926
N1 2.69254 0.00576 0.53181
C4 1.49629 0.00371 0.47524
H1 1.50386 -0.00015 -0.85842
H2 0.06901 2.16584 -0.05488
H3 -1.28010 1.34429 -0.85968
H4 -1.27175 -1.34580 -0.86557
H5 -1.16638 -1.35674 0.89077
H6 0.08267 -2.16517 -0.06322
H7 -1.17172 1.34879 0.89706

Force components x, y, z for each atom (eV/Å):
-0.0353 0.0370 -0.2881
0.0131 -0.0890 -0.3219
1.0017 -0.0076 -1.4946
-2.0024 -0.0010 1.3902
4.4715 0.0050 0.5676
-3.6477 0.0077 -0.1767
0.0068 -0.0613 -0.0142
0.1110 -0.0268 0.0873
0.1155 0.0220 0.0944
0.0041 0.0212 0.0901
-0.0485 0.1218 -0.0030
0.0102 -0.0290 0.0689



Entry 5:
Density functional theory data (ωB97M-V with the def2-TZVPD basis set) for C28H30InNOTe as an isolated structure in a non-equilibrium geometry.

## Properties
Gap between HOMO and LUMO (alpha / beta) (eV): 4.171 / 5.804
Max |F| (eV/Å): 3.6
Calculated total energy (a.u.): -1672.87209
Molecular weight (g mol⁻¹): 639.0
Total charge: 0

Geometry (Å):
C1 -1.01166 -0.75083 2.70517
C2 -1.47762 -1.41752 1.53187
C3 -0.36451 -1.82184 0.77870
H1 -2.52681 -1.58817 1.27051
C4 0.82977 -1.35404 1.43649
C5 0.39408 -0.73922 2.68533
H2 1.84244 -1.73857 1.22951
C6 -1.92770 2.31826 0.53293
C7 -2.89668 1.31020 0.38165
C8 -2.60515 0.57785 -0.80735
H3 -3.72381 1.11545 1.08028
C9 -1.49517 1.17697 -1.45832
C10 -1.10566 2.30416 -0.62770
H4 -0.38050 -2.45953 -0.12014
H5 1.07011 -0.35420 3.46672
H6 -1.64994 -0.34700 3.50882
H7 -0.36189 3.07071 -0.86562
H8 -3.15146 -0.28692 -1.17974
H9 -1.83881 3.02104 1.37493
In1 1.57119 0.94407 0.44917
C11 -0.67791 0.61185 -2.64959
C12 -0.19637 1.73713 -3.60437
C13 -1.29477 -0.61122 -3.33085
H10 -1.06034 2.28077 -4.01268
H11 0.37208 1.26929 -4.42382
H12 0.46556 2.43636 -3.09222
H13 -2.26143 -0.36780 -3.79409
H14 -1.42885 -1.44141 -2.61425
H15 -0.59365 -0.94728 -4.11032
C14 0.65526 0.17798 -1.94862
C15 2.10951 0.09349 -2.40894
H16 0.45582 -0.73360 -1.34744
H17 0.70494 1.19925 -1.42690
O1 2.89335 0.99433 -1.99984
N1 2.51622 -1.15642 -2.98786
C16 3.01512 -2.04945 -1.86440
H18 3.28592 -0.98741 -3.65297
C17 2.12032 -3.21136 -1.47881
C18 2.34150 -3.97455 -0.31213
H19 3.17856 -3.71457 0.35060
C19 1.51332 -5.06661 -0.02953
H20 1.67584 -5.62362 0.88587
C20 0.52595 -5.45260 -0.94620
H21 -0.08313 -6.34708 -0.71338
C21 0.32565 -4.71081 -2.10234
H22 -0.42183 -5.02128 -2.81565
C22 1.11000 -3.59147 -2.36862
H23 0.99795 -3.02780 -3.29064
H24 3.17505 -1.38173 -0.98376
H25 4.03404 -2.40935 -2.16434
Te1 2.09662 3.00843 2.30474
C23 0.27682 3.51976 3.31850
C24 -0.08959 4.86775 3.15386
C25 -1.23468 5.32768 3.81190
C26 -1.95151 4.48471 4.67118
C27 -1.51911 3.16771 4.87701
C28 -0.36190 2.68396 4.25287
H26 0.54917 5.52126 2.56649
H27 -1.56416 6.35970 3.65947
H28 -2.83842 4.86673 5.19649
H29 -2.08491 2.51702 5.54901
H30 0.07775 1.72138 4.50333

Force components x, y, z for each atom (eV/Å):
0.5841 0.1570 0.2654
0.6788 -0.4318 -0.3573
-0.6567 0.0971 -0.1349
0.5229 0.0212 0.1431
0.2019 0.2757 0.1720
-0.2356 0.2892 -0.1232
-0.6565 0.0455 0.3435
0.8112 0.9108 -0.8067
-0.9992 -2.4452 -1.5344
-1.9393 0.5681 2.3582
0.6271 -0.0361 -0.4547
1.5879 1.7139 0.3602
0.3291 -0.6603 -0.6854
-0.0195 0.4537 0.4777
-0.4878 -0.2087 -0.5300
0.4601 -0.2189 -0.5582
-0.1946 -0.3998 0.1112
0.1421 0.2339 0.2114
-0.0419 -0.3998 -0.5221
-0.0798 -0.4883 2.0535
0.7838 0.0792 0.0495
-0.9744 -0.4748 -0.3817
-0.1102 0.2501 -0.1754
0.3527 -0.0550 -0.0139
-0.2111 0.2314 0.1586
-0.1238 0.0342 0.0122
0.2218 -0.1398 0.0752
0.0033 0.3966 -0.2470
-0.3100 0.0163 0.1633
0.2550 1.5043 0.5776
0.8364 1.3500 0.5486
0.0996 0.6169 0.1213
0.2375 -1.7948 -0.0146
-1.8226 -2.5207 -1.8390
0.5688 0.3654 0.1237
0.8468 0.6046 0.2185
-0.3942 -0.0442 0.6856
-0.2149 -0.3855 -0.4662
-0.1574 0.3092 -0.4449
-0.4847 -0.0899 -0.1794
0.3267 0.3764 -0.5343
-0.0690 -0.0271 -0.1006
-0.0951 -0.3041 0.7097
0.3507 0.6998 -0.2973
0.1592 -0.0426 0.1065
-0.1284 -0.0127 -0.0740
0.2753 -0.1443 0.3472
-0.1167 -0.0785 0.1850
0.0855 -0.6219 -0.3393
-0.8948 0.2152 0.2806
-0.1324 0.1608 0.3551
0.8206 0.2686 0.3204
-0.7000 -0.7592 0.4672
0.0501 0.1381 0.1014
0.0398 -0.0929 -0.2772
0.0741 0.0321 0.1431
-0.1852 0.8265 -0.5333
-0.3722 -0.0631 -0.1068
0.1412 -0.3215 0.1538
0.4315 -0.2605 -0.3260
0.2673 0.2286 -0.1083
-0.3649 0.0520 -0.2344



Entry 6:
Density functional theory data (ωB97M-V with the def2-TZVPD basis set) for a 2-piece molecular cluster, C28H26N7O3 overall in a non-equilibrium geometry.

## Properties
Gap between HOMO and LUMO (eV): 6.700
Max |F| (eV/Å): 3.1
Calculated total energy (a.u.): -1691.39769
Molecular weight (g mol⁻¹): 508.6
Total charge: +1

Geometry (Å):
O1 -0.27095 -6.75079 7.47166
O2 1.73923 4.21053 -6.35258
O3 2.21300 3.78349 -1.53365
N1 -0.65916 -5.77561 5.49970
N2 1.44897 -4.38234 8.37516
C1 -0.06101 -5.76869 6.76950
C2 0.93689 4.26988 -5.43729
C3 1.03824 4.03356 -1.76070
C4 -0.43305 -4.72082 4.75525
C5 0.79201 -4.62609 7.25352
C6 2.05703 -3.14166 8.21893
C7 0.39615 -2.66485 4.09925
C8 0.49128 1.13734 -5.45974
C9 1.77329 -2.61617 6.98982
C10 0.37200 -3.57442 5.13237
C11 -0.25437 1.36849 -4.33362
C12 -1.57194 0.42419 -5.84364
C13 0.89365 0.97409 0.38119
C14 1.25091 -0.21276 -0.26620
C15 -0.02142 0.94666 1.43827
C16 -1.97474 -4.81226 1.30584
C17 -1.68224 -5.26870 2.59596
C18 0.70371 -1.42945 0.15460
C19 -0.55565 -0.27364 1.86669
C20 -1.48592 -3.56941 0.86680
C21 -0.89804 -4.45837 3.41503
C22 -0.40996 -3.21818 3.00218
C23 -0.19117 -1.47082 1.23324
C24 -0.70659 -2.75570 1.71040
N3 -0.34694 0.55877 -6.39591
N4 0.97238 -3.55532 6.38399
N5 0.30936 4.67141 -0.84171
N6 1.29520 3.89904 -4.20747
N7 -1.53797 0.91336 -4.58511
C25 -0.48953 4.70512 -5.71367
C26 -1.10498 5.04539 -0.89873
C27 0.23815 2.00916 -3.05002
C28 0.41492 3.54501 -3.08206
H1 2.67157 -2.65851 8.97286
H2 0.92591 -1.71717 4.08544
H3 1.53933 1.39267 -5.59801
H4 2.11138 -1.66568 6.59353
H5 -2.44279 -0.00440 -6.33550
H6 1.35265 1.91199 0.08636
H7 1.97933 -0.19629 -1.07186
H8 -0.29510 1.86512 1.95015
H9 -2.57690 -5.42835 0.64422
H10 -2.04244 -6.23078 2.95540
H11 1.00680 -2.35433 -0.32842
H12 -1.24777 -0.29762 2.70448
H13 -1.71896 -3.23027 -0.13717
H14 -0.07763 0.29093 -7.34033
H15 0.83367 4.95699 -0.02598
H16 2.28962 3.76540 -4.07016
H17 -2.30831 0.92498 -3.92526
H18 -1.17641 3.88512 -5.52511
H19 -0.73294 5.55789 -5.08167
H20 -0.56493 5.00945 -6.75771
H21 -1.36945 5.59850 0.00574
H22 -1.29576 5.69231 -1.75790
H23 -1.73562 4.15616 -0.95347
H24 1.20058 1.55605 -2.80245
H25 -0.44898 1.75412 -2.24126
H26 -0.55759 4.01630 -3.20320

Force components x, y, z for each atom (eV/Å):
0.5715 1.5945 -0.6517
0.2197 0.1176 -0.0266
0.0299 -0.1876 -0.5525
0.2979 2.2069 -1.9434
-0.1958 -0.1118 -0.2943
-0.0959 -2.0674 2.2599
-0.4764 0.0433 -1.9058
1.0524 -0.6008 0.0882
-0.1797 -2.1119 2.0459
0.6820 1.3814 -0.1332
-0.4569 -0.6095 -0.2662
0.2938 -0.7034 1.4423
-0.3384 0.2170 0.5443
0.1018 -0.2481 0.5550
0.7771 2.1889 -0.9290
0.9732 0.5305 0.2314
0.1993 0.0591 -0.1208
-0.1406 -0.2023 0.1009
-0.3414 -0.0602 0.3611
0.1289 -0.4507 -0.1328
0.2682 0.5148 -0.0718
0.3008 0.3873 0.1678
0.0262 0.4665 0.0257
0.3201 0.1839 -0.2687
-0.1131 -0.7861 0.6601
-1.1520 -0.8718 -1.4453
-0.4654 -0.0745 -0.8579
0.3482 0.8509 -0.2671
-0.1018 -0.6576 0.5601
-0.7704 0.1575 1.0468
-0.3350 -0.0403 -0.6715
-1.0621 0.5080 0.3176
-0.1546 -0.1797 2.2422
0.7809 -0.2261 -1.2734
0.3766 0.1905 0.1598
0.2693 -0.0589 -0.1927
-0.4937 -0.3429 0.1533
0.0816 0.2618 -0.7757
-0.2399 -0.4351 -0.0228
-0.1131 -0.1978 -0.0011
-0.4122 -0.1981 -0.3216
-0.3506 -0.3655 -0.3210
0.3435 0.1508 0.1989
-0.0088 -0.0529 -0.0186
-0.0521 -0.0104 0.0971
0.0351 -0.1151 -0.0743
0.0875 0.1463 0.0660
0.0874 0.2127 -0.0573
-0.0653 0.0747 0.0882
0.0620 -0.0382 -0.1199
0.0438 0.0315 0.0912
-0.2479 0.0369 0.3085
0.0521 -0.1100 -0.1317
-0.0287 -0.0934 0.1305
0.0928 -0.0636 -0.2471
-0.2621 -0.0337 0.1010
-0.2571 -0.0238 0.0761
0.0954 -0.1107 0.1593
0.1285 -0.1467 -0.1765
-0.1091 -0.0195 0.0814
-0.0829 0.0766 0.0160
-0.0457 0.0790 0.0343
0.0409 -0.1366 0.1332
-0.0200 0.0736 -0.2718



Entry 7:
Density functional theory data (ωB97M-V with the def2-TZVPD basis set) for C4H8N3 as an isolated structure in a non-equilibrium geometry.

## Properties
Gap between HOMO and LUMO (eV): 9.540
Max |F| (eV/Å): 5.5
Calculated total energy (a.u.): -321.13736
Energy relative to the best compared isomer or geometry (same formula, charge and spin) (kJ/mol): 404.2
Molecular weight (g mol⁻¹): 98.1
Total charge: +1

Geometry (Å):
C1 -2.85267 -0.50026 0.17950
C2 -1.69750 1.29728 -0.23040
C3 1.49552 0.69386 0.21717
C4 0.71449 -0.49916 -0.31929
N1 -2.80579 0.82634 0.03836
N2 -1.65407 -1.06011 0.00389
N3 -0.68566 -0.24355 -0.28042
H1 -3.74108 -1.04941 0.42210
H2 -1.22505 2.22502 -0.43372
H3 1.39061 1.55624 -0.43474
H4 2.54554 0.42010 0.26494
H5 1.15334 0.95370 1.21573
H6 0.92281 -1.38895 0.28348
H7 1.02774 -0.69758 -1.35065
H8 -1.50724 -2.06800 0.06284

Force components x, y, z for each atom (eV/Å):
0.5929 -0.4930 -0.0384
2.7080 -4.1451 -0.0003
-0.1778 -0.2150 0.0587
1.1385 -0.5316 -0.1007
-0.9974 0.4823 0.0512
-0.5718 -0.2352 0.1599
-3.1043 4.5843 -0.0613
-0.0325 -0.2238 -0.0245
0.3452 0.4775 -0.1400
0.0260 0.0808 -0.0800
0.0777 0.0803 -0.0143
0.0398 0.0326 0.0965
0.0186 0.0256 -0.0532
-0.1331 -0.0964 0.1091
0.0701 0.1766 0.0372



Which of these has the lowest max |F|? C28H26N7O3